1.
{"formula": "C18H10Cl5IMgN5S3", "method": "the ωB97M-V functional and the def2-TZVPD basis", "species": ["Mg", "N", "C", "C", "N", "C", "C", "N", "C", "C", "N", "H", "H", "H", "H", "H", "H", "S", "C", "S", "S", "Cl", "C", "C", "C", "Cl", "C", "Cl", "C", "Cl", "C", "Cl", "I", "C", "C", "C", "C", "N", "C", "H", "H", "H", "H"], "xyz": [[9.16330, 10.38517, 8.79901], [6.33467, 12.90196, 6.69235], [6.03425, 14.08473, 7.30698], [7.22114, 14.57012, 7.77779], [8.23190, 13.71246, 7.48683], [7.67723, 12.71231, 6.84217], [8.40718, 11.59578, 6.29112], [9.53498, 11.12161, 6.77533], [9.92890, 10.13132, 5.92927], [9.03325, 10.00695, 4.91388], [8.07268, 10.95892, 5.14376], [5.67138, 12.20854, 6.38260], [5.03579, 14.47916, 7.34361], [7.42258, 15.48924, 8.30070], [10.84051, 9.58517, 6.11152], [8.98223, 9.32889, 4.08257], [7.22546, 11.07656, 4.62243], [5.05827, 8.87074, 10.22153], [6.56919, 9.28367, 9.67817], [6.78463, 9.81698, 8.05215], [7.93393, 9.27799, 10.71342], [12.27741, 11.21915, 9.90821], [11.97300, 9.53516, 9.76771], [10.88558, 9.16452, 9.00587], [10.70311, 7.79736, 8.85729], [9.39103, 7.31731, 7.86302], [11.50161, 6.84961, 9.47984], [11.19519, 5.16192, 9.32745], [12.55648, 7.28094, 10.28093], [13.53172, 6.13903, 11.12270], [12.81975, 8.63899, 10.40571], [14.16248, 9.17420, 11.35325], [4.72059, 13.78359, 10.90833], [6.80303, 13.45339, 10.86949], [7.65609, 14.26506, 11.59893], [9.01643, 14.04887, 11.45265], [9.45444, 13.02982, 10.62496], [8.62570, 12.24136, 9.95402], [7.32132, 12.45501, 10.06856], [7.27526, 15.04135, 12.24946], [9.73096, 14.67518, 11.97680], [10.50438, 12.82951, 10.49052], [6.67021, 11.80100, 9.48625]], "mulliken_charge": [0.7705, 0.0662, -0.6426, -0.3413, -0.4475, 0.9577, -0.6101, -0.4718, -0.4196, -0.5814, 0.0673, 0.3043, 0.5048, 0.5192, 0.5210, 0.4353, 0.2018, -0.3723, 0.2998, -0.4804, -0.4289, -0.3076, 1.4485, -1.8251, 1.2545, -0.1166, -0.6532, -0.2171, 0.8249, -0.2188, -0.6608, -0.2223, 0.0588, -0.6569, -0.1231, -0.8282, -0.0029, 0.3670, 0.0329, 0.3829, 0.4169, -0.0180, 0.2125], "lumo_ev": 2.08, "charge": -1, "homo_energy_ha": -0.131, "fmax_ev_per_a": 1.01, "total_energy_ev": -134947.231}

***

2.
{"formula": "C18H10CuFINO6P", "method": "the ωB97M-V functional and the def2-TZVPD basis", "species": ["O", "P", "C", "C", "C", "C", "O", "N", "C", "O", "F", "C", "C", "C", "C", "O", "C", "C", "C", "C", "C", "C", "C", "O", "I", "C", "C", "O", "H", "H", "H", "H", "H", "H", "H", "H", "H", "H", "Cu"], "xyz": [[3.67329, -3.71582, 2.26131], [3.04723, -4.36129, 1.03329], [1.95585, -3.02051, 0.27803], [0.46904, -3.22295, 0.19326], [-0.39832, -2.12071, -0.36794], [-1.97671, -2.28897, -0.42514], [-2.50547, -3.13102, -1.09264], [-2.82185, -1.35825, 0.33407], [-3.35836, -1.94976, 1.54439], [-4.48374, -2.32405, 1.59103], [-2.60876, -2.06663, 2.72656], [0.27281, -0.86924, -0.82852], [1.76587, -0.67145, -0.74353], [2.61998, -1.75841, -0.18965], [2.34287, 0.71312, -1.22115], [3.37807, 0.80861, -1.89003], [1.46659, 1.95566, -0.80864], [2.05896, 3.23268, -0.30647], [1.10461, 4.31701, 0.09484], [-0.38112, 4.16910, -0.01110], [-0.93693, 2.86382, -0.52197], [-2.50168, 2.73127, -0.57846], [-3.04359, 2.56890, 0.92008], [-2.95827, 1.55943, 1.52449], [-4.00615, 4.23304, 2.01565], [-0.03003, 1.76193, -0.91676], [-0.54192, 0.35208, -1.41996], [-1.44240, 0.20071, -2.21150], [2.27481, -5.46781, 1.52647], [4.12464, -4.74604, 0.18392], [0.01840, -4.19176, 0.55670], [-2.25948, -0.52371, 0.55943], [3.74094, -1.58477, -0.13487], [3.17381, 3.33255, -0.23754], [1.46787, 5.30142, 0.51250], [-1.10568, 4.96507, 0.30308], [-2.80820, 1.79263, -1.11952], [-3.00012, 3.60517, -1.10763], [4.21312, -1.09102, -2.02609]], "mulliken_spin": [0.0000, 0.0000, -0.0001, 0.0000, -0.0004, -0.0003, 0.0001, 0.0001, -0.0001, 0.0001, 0.0000, 0.0015, -0.0004, 0.0003, 0.0001, 0.0001, -0.0008, 0.0009, 0.0019, -0.0020, -0.0138, 0.0293, -0.0733, 0.0430, 1.0144, -0.0025, -0.0005, 0.0004, 0.0000, 0.0000, 0.0000, -0.0008, 0.0001, 0.0001, 0.0000, 0.0018, 0.0026, -0.0017, 0.0000], "lumo_ev": [-7.62, -11.56], "charge": 2, "homo_energy_ha": [-0.547, -0.547], "s2": 0.75, "spin_multiplicity": 2, "fmax_ev_per_a": 4.54, "total_energy_ev": -97325.403}

***

3.
{"formula": "C18H10N6O10S4", "method": "the ωB97M-V functional and the def2-TZVPD basis", "species": ["O", "O", "O", "O", "O", "O", "O", "O", "O", "O", "N", "S", "S", "C", "C", "C", "C", "C", "C", "C", "C", "C", "C", "C", "C", "C", "C", "C", "C", "C", "N", "N", "N", "N", "N", "C", "S", "S", "H", "H", "H", "H", "H", "H", "H", "H", "H", "H"], "xyz": [[-0.05473, 0.39094, 1.22239], [-4.12193, 3.11105, 7.44764], [5.77233, 1.20142, -7.36922], [3.02561, -0.09333, 0.15536], [1.51182, -1.85321, 1.14663], [-0.73177, -2.94593, -0.35823], [-3.02475, -2.94579, 0.44886], [-0.25608, 0.80703, -2.58591], [-2.62075, 1.92850, 8.50332], [4.10626, 2.65559, -7.94374], [-2.97232, -0.98487, 2.99881], [-0.79086, -1.21445, 4.48886], [3.52670, -2.09316, -3.83572], [-0.44636, 0.19230, 0.06500], [-1.73327, -1.53150, 3.08000], [0.67580, 0.15443, -2.11751], [0.62073, -0.12305, -0.87986], [2.33116, -1.55482, -2.57707], [-4.19689, 0.61024, 4.16490], [-4.29937, 1.43405, 5.28221], [2.67012, 1.92919, -5.71553], [-2.13443, 0.66858, 6.15680], [3.97811, -0.03645, -5.77416], [2.01633, 1.43737, -4.54837], [-3.09429, -0.16904, 4.14166], [-2.05674, -0.23527, 5.03968], [3.36059, -0.46631, -4.55915], [-3.30830, 1.36607, 6.35963], [3.72871, 1.21338, -6.26739], [2.31431, 0.13964, -3.98049], [2.03304, -2.21644, -1.38016], [-1.17139, -2.36187, 2.16207], [-3.40133, 2.13183, 7.56849], [4.60299, 1.72165, -7.21825], [1.76283, -0.36402, -2.79231], [-1.70420, -0.55307, -0.00320], [1.92146, -1.06441, -0.03639], [-1.73303, -2.29089, 0.49228], [-4.84592, 0.49896, 3.25718], [-5.14923, 2.05800, 5.24824], [2.51514, 2.87552, -6.17978], [-1.27128, 0.73557, 6.85167], [4.80127, -0.66030, -6.22602], [1.23611, 2.11642, -4.16671], [1.29164, -2.92916, -1.37473], [-0.14122, -2.20361, 2.06556], [-2.08711, -0.51533, -1.03057], [-2.45553, 0.02852, 0.57326]], "mulliken_charge": [-0.4831, -0.5418, -0.5121, -0.6289, -0.7296, -0.5857, -0.6532, -0.7419, -0.5793, -0.5149, -0.5126, -0.2592, -0.1298, -0.1930, 0.4662, 0.8811, -0.1968, 0.6017, -0.4701, -0.5018, -0.7764, -0.1597, -0.4063, -0.4555, 0.1209, 0.4859, 0.4612, -0.2051, 0.1610, -0.0516, -0.3913, -0.3762, 0.8868, 0.8193, 0.3122, -0.7386, 1.2254, 1.0394, 0.3988, 0.4589, 0.5098, 0.3828, 0.3571, 0.3988, 0.4204, 0.4411, 0.4995, 0.4664], "lumo_ev": -2.63, "charge": 0, "homo_energy_ha": -0.330, "fmax_ev_per_a": 8.03, "de_lowest_kcal_mol": 80.40, "total_energy_ev": -91572.940}

***

4.
{"formula": "C18H12IrN7O5SSe", "method": "the ωB97M-V functional and the def2-TZVPD basis", "species": ["Ir", "C", "C", "N", "N", "C", "N", "S", "C", "C", "C", "C", "C", "N", "H", "H", "H", "H", "H", "H", "H", "H", "H", "O", "C", "C", "O", "C", "C", "O", "C", "O", "O", "Se", "N", "C", "C", "C", "C", "N", "C", "N", "H", "H", "H"], "xyz": [[-0.41610, -0.02409, -0.38697], [1.25334, -3.97459, -0.24494], [0.95146, -2.51213, -0.21568], [-0.13207, -2.00102, -0.72608], [-1.08161, -2.79218, -1.24351], [-2.20724, -2.15445, -1.52811], [-3.20539, -2.91387, -2.01943], [-2.51340, -0.43827, -1.41183], [1.80806, -1.57281, 0.50238], [2.96168, -1.96612, 1.16771], [3.72671, -1.02175, 1.82660], [3.33063, 0.30842, 1.81680], [2.17025, 0.64448, 1.14741], [1.43348, -0.26489, 0.51458], [0.55031, -4.47231, -0.90389], [1.16597, -4.41276, 0.75088], [2.27214, -4.14109, -0.59699], [-3.13542, -3.91191, -1.91646], [-4.12664, -2.51159, -2.03710], [3.25278, -3.00526, 1.16684], [4.62703, -1.31817, 2.34635], [3.89827, 1.07009, 2.32893], [1.77632, 1.65170, 1.14138], [-2.96639, 0.93732, 5.17340], [-2.45464, 0.72044, 4.11168], [-1.90678, 1.74980, 3.12684], [-1.94317, 2.95341, 3.22834], [-1.34689, 0.95599, 2.02943], [-1.58544, -0.39230, 2.19380], [-1.26992, -1.27692, 1.29054], [-2.17424, -0.66356, 3.51893], [-2.43332, -1.72767, 4.02068], [-0.69495, 1.42646, 0.99894], [1.09283, 1.14983, -4.95326], [0.81397, 2.87995, -4.79797], [0.36773, 3.07703, -3.56628], [-0.00069, 4.33585, -2.98111], [-0.43597, 4.32243, -1.69913], [-0.52835, 3.10216, -0.96027], [-0.19984, 1.93823, -1.44284], [0.25591, 1.89409, -2.75310], [0.59954, 0.75476, -3.31602], [0.07073, 5.24701, -3.55675], [-0.72883, 5.23689, -1.20377], [-0.89185, 3.11339, 0.05907]], "mulliken_charge": [2.2102, -1.7391, 1.4303, 0.5506, -1.2532, 0.6547, -0.4208, -0.6218, 0.1376, -0.9160, -0.4219, -0.9223, -0.0706, -0.2971, 0.4040, 0.3546, 0.4345, 0.2502, 0.2267, 0.4098, 0.4273, 0.4255, 0.5322, -0.5568, 0.4083, 0.0899, -0.6447, 0.2522, 0.7826, -0.8338, 0.0139, -0.6105, -0.6852, 0.2883, -0.7795, 0.6293, -0.5032, -0.8247, -0.0706, -0.3085, 0.5783, -0.4750, 0.4451, 0.4601, 0.5592], "lumo_ev": -1.83, "charge": 0, "homo_energy_ha": -0.274, "fmax_ev_per_a": 4.54, "de_lowest_kcal_mol": 42.31, "total_energy_ev": -118547.608}